1.
{
  "formula": "C7H6O3S",
  "method": "ωB97M-V/def2-TZVPD",
  "symbols": ["C", "S", "C", "C", "O", "H", "H", "C", "O", "H", "C", "C", "H", "H", "C", "O", "H"],
  "positions_angstrom": [[-2.3147, 0.4169, 0.7249], [1.7418, 0.1832, 0.3352], [0.5044, -1.0612, 0.0342], [1.6047, 1.3119, -1.1456], [-0.9395, 2.1813, -0.2468], [-3.3126, 0.5588, 1.2113], [0.7822, 0.9213, -1.5697], [-0.8767, -1.4602, 0.3623], [3.0489, -0.3495, 0.1758], [-2.9532, -1.5901, 0.6831], [0.1909, -2.3417, -0.2069], [-2.0454, -0.9796, 0.6315], [1.5945, 2.4396, -0.9815], [0.5626, -3.2331, -0.4036], [-1.5365, 1.3682, 0.3474], [1.4006, 0.7597, 1.5917], [2.5481, 0.8744, -1.5436]],
  "homo_energy_ev": -7.96,
  "spin_multiplicity": 1,
  "energy_ha": -894.01500
}


2.
{
  "formula": "C7H6O4",
  "method": "ωB97M-V/def2-TZVPD",
  "symbols": ["C", "H", "C", "C", "H", "O", "H", "C", "H", "O", "C", "C", "O", "O", "H", "C", "H"],
  "positions_angstrom": [[0.2388, 1.6153, -0.3919], [0.8798, -1.7783, 1.0338], [-2.7324, -0.2770, -0.1221], [-0.4673, -0.6895, 0.0863], [-2.1134, -2.2214, 0.0980], [-3.9349, -0.0888, 0.2763], [-0.1104, 2.5236, -0.6775], [0.9784, -1.1140, 0.2987], [2.3297, 1.5311, -0.6738], [1.7863, 0.0165, 0.5764], [-1.6453, -1.2880, 0.1244], [-0.6212, 0.7403, -0.1184], [-2.0494, 0.8417, -0.4257], [1.4035, -1.6863, -0.7850], [2.5918, -1.4743, -0.7126], [1.6658, 1.3235, 0.1460], [1.8003, 2.0256, 1.2670]],
  "homo_energy_ev": -9.66,
  "spin_multiplicity": 1,
  "smiles": "O=C1C=C2C(=CCO[C@@H]2O)O1",
  "energy_ha": -571.11980
}


3.
{
  "formula": "C7H6O4",
  "method": "ωB97M-V/def2-TZVPD",
  "symbols": ["H", "O", "O", "C", "H", "H", "O", "C", "C", "C", "H", "H", "C", "C", "C", "H", "O"],
  "positions_angstrom": [[3.1110, -0.2162, 0.1758], [2.0821, -2.3271, 0.1503], [-2.7265, 1.2194, 0.2419], [-2.2873, 0.1199, 0.0842], [3.0738, -1.9185, 0.1764], [-3.1698, -2.0328, -0.2205], [-3.4393, -0.9141, -0.0399], [0.0823, -1.2218, 0.0491], [0.0452, 1.0985, -0.3866], [1.3844, -1.1585, 0.0047], [-0.6312, 2.0646, -0.4617], [-0.3198, -2.0840, 0.1077], [2.1214, -0.0959, -0.2018], [-0.7694, -0.0565, -0.2244], [1.4402, 1.1067, -0.0058], [1.2314, 2.9219, 0.8633], [2.1590, 2.3357, 0.0779]],
  "homo_energy_ev": -9.09,
  "spin_multiplicity": 1,
  "energy_ha": -571.09561
}


4.
{
  "formula": "C7H6O4",
  "method": "ωB97M-V/def2-TZVPD",
  "symbols": ["C", "O", "C", "C", "O", "O", "C", "C", "C", "O", "C", "H", "H", "H", "H", "H", "H"],
  "positions_angstrom": [[-1.5684, 0.0614, -0.0219], [1.0577, -2.4142, -0.0551], [1.3363, 1.2271, 0.0124], [0.0938, 1.9097, -0.0161], [-2.8983, -0.1315, -0.0108], [-1.4460, -2.2397, 0.0475], [-1.1915, 1.4226, -0.0242], [0.6655, -1.2410, -0.0351], [1.6236, -0.1278, -0.0157], [2.9082, -0.5794, 0.0270], [-0.7778, -1.0619, -0.0111], [-0.7075, -2.8889, 0.0615], [2.2162, 1.8793, 0.0460], [-2.0146, 2.1136, 0.0261], [0.2232, 2.9798, 0.0192], [3.5147, 0.1881, -0.0365], [-3.0351, -1.0972, -0.0131]],
  "homo_energy_ev": -8.29,
  "spin_multiplicity": 1,
  "smiles": "O=c1c(O)cccc(O)c1O",
  "energy_ha": -571.27946
}


How do the records compare in relative energy (zero: lowest compared OMol25 entry of this formula, charge and spin)? In the order shown, they have 533.3, 530.9, 594.4, 111.7 kJ/mol.